# 1
The following is a DFT calculation (ωB97M-V with the def2-TZVPD basis set) of a molecular structure, C27H28N2O5P2Ru in a non-equilibrium geometry.

Element x y z (Å)
C -4.45152 -1.32336 0.12528
C -3.30605 -1.33955 -0.67444
C -3.24628 -0.41708 -1.71967
C -4.35564 0.34479 -2.14594
C -5.50948 0.32448 -1.33404
C -5.52935 -0.48154 -0.19868
C -4.11780 0.99392 -3.39635
C -2.84605 1.59693 -3.64173
C -1.77715 0.79365 -3.18858
C -0.45190 1.00116 -3.57224
C -0.14832 2.21771 -4.18698
C -1.17780 3.11606 -4.51615
C -2.51693 2.80675 -4.28956
H -4.49725 -1.97658 0.99771
H -6.35723 0.95535 -1.60817
H -6.40367 -0.47790 0.45462
H -4.97320 1.50407 -3.83209
H 0.89306 2.45193 -4.41294
H -0.91187 4.06862 -4.97782
H -3.32243 3.48247 -4.58351
N -2.19614 -0.44336 -2.66010
Ru 0.23363 0.26686 0.27688
C -2.12897 -2.28197 -0.50006
H -1.61648 -2.38249 -1.46758
H -2.46258 -3.26393 -0.13512
C 0.53710 -0.11788 -3.30602
H -0.00158 -1.07702 -3.31215
H 1.33882 -0.11972 -4.05836
P -0.83325 -1.62702 0.64048
P 1.29278 -0.03552 -1.62558
C 2.27304 1.49979 -1.64093
H 2.21658 1.93344 -0.63020
H 3.31403 1.26211 -1.88681
H 1.86068 2.21110 -2.36502
C 2.50099 -1.39145 -1.63661
H 3.29711 -1.17271 -2.36040
H 2.92499 -1.47678 -0.62756
H 1.99786 -2.32993 -1.90111
C -1.68116 -1.44352 2.23525
H -1.66457 -2.40005 2.77193
H -1.14722 -0.67852 2.81616
H -2.71488 -1.11798 2.07255
C 0.30776 -3.02224 0.84885
H 1.22205 -2.64303 1.32459
H -0.15765 -3.78395 1.48743
H 0.55903 -3.44756 -0.13046
C -1.21423 1.24342 -0.30888
O -2.09730 1.97246 -0.55946
H -2.98248 -0.48077 -3.47811
O 0.65427 0.99713 2.71037
C 1.73902 0.39135 2.51007
O 1.95581 -0.24662 1.38287
C 2.84794 0.37408 3.50834
C 4.08574 -0.21982 3.20236
C 5.11647 -0.19627 4.13409
C 4.91110 0.42716 5.38186
C 3.66580 1.00668 5.69770
C 2.64340 0.98420 4.75696
N 5.98709 0.51226 6.31302
O 7.09427 0.01621 5.99973
O 5.79091 1.08396 7.41049
H 4.23886 -0.69437 2.23414
H 6.08445 -0.64140 3.91938
H 3.53186 1.47156 6.67088
H 1.68192 1.44020 4.98544

Results
Electronic energy in Ha: -2308.52948
Spin multiplicity: 6
Gap between HOMO and LUMO (alpha / beta) in eV: 7.21 / 5.41
<S²>: 8.809
Lowest unoccupied orbital energy (alpha / beta) in eV: -3.163 / -6.292
Total charge: +1

Here are the Mulliken charges for atoms 1 to 8, given in e: atom 1 (C): -0.2601, atom 2 (C): -0.5629, atom 3 (C): 0.7720, atom 4 (C): 0.7320, atom 5 (C): -0.9174, atom 6 (C): -1.0028, atom 7 (C): -1.9205, atom 8 (C): 0.6388

# 2
The following is a DFT calculation (ωB97M-V with the def2-TZVPD basis set) of a molecular structure, C27H28N2O5P2Y in a non-equilibrium geometry.

Element x y z (Å)
C -1.49850 3.23986 -3.72167
C -1.32760 1.97123 -3.17394
C 0.00152 1.49308 -2.99460
C 1.12096 2.28069 -3.41524
C 0.88453 3.57660 -3.94638
C -0.40961 4.04337 -4.09332
C 2.39013 1.68316 -3.37692
C 2.51124 0.28825 -3.39982
C 1.35860 -0.45874 -3.01324
C 1.39040 -1.87706 -3.06477
C 2.55982 -2.51533 -3.46310
C 3.70158 -1.77698 -3.78424
C 3.69398 -0.39493 -3.76513
H -2.51021 3.62156 -3.85761
H 1.75127 4.15759 -4.28062
H -0.59262 5.02593 -4.53209
H 3.27265 2.31383 -3.52426
H 2.58761 -3.60815 -3.48677
H 4.59916 -2.29652 -4.09775
H 4.55470 0.20880 -4.07269
N 0.29582 0.24632 -2.45929
Y 0.15964 0.00459 -0.15101
C -2.54416 1.17728 -2.72763
H -2.55794 0.19761 -3.22844
H -3.46232 1.73585 -2.97434
C 0.18052 -2.70299 -2.69260
H -0.73747 -2.32099 -3.16827
H 0.32605 -3.76051 -2.95418
P -2.53926 0.85754 -0.89980
P -0.14098 -2.68659 -0.87532
C 1.24496 -3.66240 -0.25164
H 1.25602 -3.63458 0.84265
H 1.17655 -4.70053 -0.58886
H 2.19692 -3.24677 -0.59131
C -1.62079 -3.70322 -0.60648
H -1.46123 -4.74780 -0.90519
H -1.88554 -3.66772 0.46087
H -2.46943 -3.28709 -1.16721
C -2.79463 2.58230 -0.33748
H -3.81001 2.94172 -0.55781
H -2.60524 2.62899 0.74128
H -2.07207 3.24866 -0.82129
C -4.15570 0.10110 -0.51934
H -4.19244 -0.08455 0.56144
H -5.01654 0.71970 -0.80136
H -4.24145 -0.87588 -1.00457
C 2.57251 0.72070 -0.59903
O 2.80234 -0.39853 -0.15097
H 3.26511 1.36508 -1.24194
O 0.15051 -1.10113 1.84386
C -0.32743 -0.05674 2.44631
O -0.47508 1.04271 1.76703
C -0.66400 -0.11182 3.88793
C -1.62049 0.76724 4.41702
C -1.96315 0.68598 5.75453
C -1.28366 -0.21398 6.59387
C -0.33057 -1.09394 6.06265
C -0.04289 -1.06439 4.70691
N -1.37300 -0.08795 8.01464
O -2.20078 0.70812 8.51474
O -0.59777 -0.78537 8.71647
H -2.09680 1.51444 3.78895
H -2.71014 1.31862 6.20568
H 0.18398 -1.77206 6.73017
H 0.66332 -1.77305 4.27954

Results
Electronic energy in Ha: -2252.22233
Spin multiplicity: 1
Gap between HOMO and LUMO (alpha / beta) in eV: 5.19 / 5.19
Lowest unoccupied orbital energy (alpha / beta) in eV: -4.528 / -4.529
Total charge: +1

Here are the natural (NBO) charges for atoms 1 to 8, given in e: atom 1 (C): -0.1391, atom 2 (C): -0.0733, atom 3 (C): 0.2828, atom 4 (C): -0.1490, atom 5 (C): -0.1390, atom 6 (C): -0.2169, atom 7 (C): 0.0175, atom 8 (C): -0.1288

# 3
The following is a DFT calculation (ωB97M-V with the def2-TZVPD basis set) of a molecular structure, C27H28N2SiYb in a non-equilibrium geometry.

Element x y z (Å)
C -0.99317 -1.91512 -0.11178
C -0.90323 -1.41340 -1.43805
C 0.46765 -1.36300 -1.79811
H -1.74330 -1.16495 -2.09285
C 1.23141 -1.83300 -0.69977
C 0.32764 -2.18044 0.34555
H 0.58990 -2.65396 1.29608
H -1.91802 -2.11719 0.43415
H 0.85581 -1.05754 -2.77143
H 2.31267 -1.98763 -0.69899
Yb 0.16999 0.12934 0.05875
C -1.65413 4.50731 -2.68689
H -0.72930 4.11957 -3.11978
H -1.79465 5.51389 -3.21037
H -2.60357 4.05332 -3.08603
Si -1.95712 2.75328 -2.03075
C -3.50905 2.35100 -1.14902
C -3.85347 0.99228 -1.07803
H -3.19458 0.24420 -1.53193
C -5.04647 0.60393 -0.47965
H -5.30037 -0.45196 -0.47216
C -5.90854 1.53885 0.08759
H -6.85717 1.21611 0.53089
C -5.52963 2.88299 0.07556
H -6.18406 3.60730 0.55300
C -4.34478 3.30552 -0.54718
H -4.10100 4.37041 -0.58121
C -1.68003 1.60077 -3.46368
C -2.71963 1.16328 -4.31214
H -3.76822 1.39916 -4.07135
C -2.42069 0.45569 -5.48748
H -3.23282 0.14552 -6.14143
C -1.10806 0.16359 -5.85289
H -0.88510 -0.38465 -6.77580
C -0.08593 0.55785 -4.98764
H 0.94563 0.33011 -5.24805
C -0.35654 1.26964 -3.81472
H 0.48191 1.59659 -3.17446
H -0.87676 2.47711 -0.98930
H -1.62781 4.74833 -1.56562
N 2.22901 0.08980 1.59010
C 1.89158 0.48236 2.92622
C 2.55543 0.00080 4.04462
C 2.23859 0.52369 5.32641
C 1.25643 1.50352 5.46857
C 0.50146 1.95542 4.35429
C -0.56522 2.86336 4.45249
C -1.33740 3.14251 3.33870
C -1.05777 2.48728 2.12739
N -0.02031 1.64261 1.99422
C 0.79365 1.39648 3.07317
H 2.69270 0.85537 1.08543
H 2.86723 -0.71507 1.56990
H 3.33925 -0.76220 3.92160
H 2.78191 0.15430 6.19734
H 1.01148 1.90119 6.45496
H -0.79105 3.30046 5.41948
H -2.16040 3.84367 3.36096
H -1.67361 2.65244 1.23480

Results
ΔE to the lowest compared entry with this formula, charge and spin in kJ/mol: 148.2
Electronic energy in Ha: -2603.01019
Spin multiplicity: 2
Gap between HOMO and LUMO (alpha / beta) in eV: 3.63 / 6.68
<S²>: 0.753
Lowest unoccupied orbital energy (alpha / beta) in eV: -3.192 / -3.199
Total charge: +1

Here are the natural (NBO) charges for atoms 1 to 8, given in e: atom 1 (C): -0.3888, atom 2 (C): -0.3797, atom 3 (C): -0.3832, atom 4 (H): 0.2437, atom 5 (C): -0.3857, atom 6 (C): -0.3996, atom 7 (H): 0.2443, atom 8 (H): 0.2463

# 4
The following is a DFT calculation (ωB97M-V with the def2-TZVPD basis set) of 2 unconnected molecules or ions with the total composition C27H28N3O in a non-equilibrium geometry.

Element x y z (Å)
C 5.63150 -0.35222 0.70874
O 4.88673 0.63380 1.45651
C 3.60200 0.36388 1.80252
C 2.92966 1.37772 2.52524
C 1.60139 1.22469 2.85340
C 0.86488 0.08830 2.42566
C -0.56739 0.05526 2.46834
C -1.38402 -1.13607 2.40854
C -2.70326 -0.75383 1.97696
C -3.60471 -1.70139 1.50761
C -3.22829 -3.05089 1.53356
C -1.97685 -3.44151 2.04450
C -1.05633 -2.48549 2.49883
C -2.73583 0.69355 1.86083
C -1.42263 1.19238 2.19084
C -1.12245 2.52932 1.93978
C -2.12438 3.37714 1.44810
C -3.38556 2.86839 1.08956
C -3.69210 1.51070 1.27444
C 1.58412 -0.96299 1.79612
C 2.92482 -0.83349 1.47431
H 6.62801 0.09256 0.64473
H 5.67217 -1.31734 1.24019
H 5.21230 -0.49422 -0.30092
H 3.49388 2.28009 2.75441
H 1.11071 1.99995 3.43913
H -4.57001 -1.37182 1.11893
H -3.91659 -3.81001 1.16072
H -1.70339 -4.49959 2.05679
H -0.08609 -2.77871 2.89540
H -0.10991 2.89643 2.08323
H -1.91036 4.43988 1.31217
H -4.13260 3.53548 0.66575
H -4.65215 1.08304 0.97829
H 1.06081 -1.86461 1.48054
H 3.44431 -1.62716 0.93329
C 1.10206 0.19652 7.22601
C 0.81994 -0.45162 5.89152
N -0.42670 -0.04407 5.28814
C -1.42399 0.09845 6.13677
N -1.32660 0.12194 7.49275
C -0.05119 0.00856 8.17322
C -2.47655 0.16672 8.38391
C -3.76879 -0.18647 7.69120
C -3.90755 0.40968 6.31440
N -2.67777 0.23532 5.59314
H 1.98791 -0.26897 7.66613
H 1.30752 1.26001 7.07688
H 1.59937 -0.20329 5.16377
H 0.83209 -1.54918 6.05216
H 0.00716 -0.99307 8.62185
H 0.00143 0.73950 8.98503
H -2.30726 -0.54972 9.20088
H -2.55284 1.16596 8.84772
H -3.83899 -1.27403 7.60928
H -4.59618 0.14840 8.31926
H -4.71577 -0.10748 5.79042
H -4.15566 1.47505 6.36640
H -2.66601 0.32733 4.57799

Results
ΔE to the lowest compared entry with this formula, charge and spin in kJ/mol: 0.0
Electronic energy in Ha: -1284.93147
Spin multiplicity: 1
Gap between HOMO and LUMO in eV: 5.17
Lowest unoccupied orbital energy in eV: -5.125
Total charge: +1

Here are the natural (NBO) charges for atoms 1 to 8, given in e: atom 1 (C): -0.2654, atom 2 (O): -0.4637, atom 3 (C): 0.3985, atom 4 (C): -0.2630, atom 5 (C): -0.1079, atom 6 (C): -0.2123, atom 7 (C): 0.3428, atom 8 (C): -0.0664